33
Properties=species:S:1:pos:R:3 method="wB97M-V/def2-TZVPD" total_charge=0 e_tot_ev=-25560.8860 smiles="N=[P@@](O)(c1ccccc1)C1CCCCC1" lumo_energy_ev=0.652 spin_multiplicity=1
N -2.9311 -0.5930 0.5230
P -1.4085 -0.8484 0.7364
O -0.8815 -1.8079 2.2462
C -0.5712 -1.7867 -0.6705
C 0.4187 -2.7537 -0.6206
C 0.9701 -3.2297 -1.7594
C 0.4587 -2.8907 -3.0292
C -0.5998 -1.9968 -3.0331
C -1.0310 -1.3791 -1.9379
C -0.4989 0.7081 0.9815
C 0.9443 0.5148 1.3551
C 1.4608 1.8012 1.9881
C 1.4413 2.8597 0.9385
C 0.0237 3.1003 0.3216
C -0.5703 1.7308 -0.0905
H -3.3667 -1.3618 0.0453
H -1.1199 -1.2537 3.0540
H 0.6985 -3.1052 0.3048
H 1.7439 -3.9868 -1.7462
H 0.8131 -3.6386 -3.7966
H -1.1191 -1.6458 -3.9167
H -1.7920 -0.6572 -2.0571
H -0.9337 1.3511 1.8166
H 1.6663 0.4667 0.3923
H 1.1811 -0.3219 1.9713
H 2.4259 1.7500 2.6573
H 0.8062 1.9826 2.8351
H 1.5944 3.9790 1.2618
H 2.2539 2.5851 0.2372
H -0.4574 3.6427 1.1655
H 0.0293 3.7285 -0.6929
H -1.5959 1.8285 -0.5143
H -0.0533 1.2279 -0.9665

32
Properties=species:S:1:pos:R:3 method="wB97M-V/def2-TZVPD" total_charge=+1 e_tot_ev=-25050.0300 lumo_energy_ev="-5.626 / -5.629" spin_multiplicity=1
C -1.3543 1.0233 -0.6788
C -1.8880 -0.3389 1.2156
C 0.3619 1.0901 1.3626
C -0.2009 -2.0948 0.4714
C -1.1240 0.9662 0.8159
C -1.3893 -0.4457 -1.1767
C -1.2974 -1.1783 0.1619
C 1.1711 -1.2747 0.5736
C 1.3369 0.1586 0.6703
C 2.4361 0.7115 0.0422
C -2.8389 -0.8711 -1.7296
C 2.5921 2.1787 -0.2853
N 2.2880 -1.8087 0.3202
S 3.7022 -0.1860 -0.7596
H -2.3737 1.4406 -0.6331
H -0.4921 1.5237 -1.1622
H -1.7205 -0.7437 2.2180
H -2.9972 -0.1893 1.0231
H 0.6838 2.1496 1.0739
H 0.3369 1.1599 2.4084
H -0.3083 -2.5590 1.3870
H -0.0625 -2.8442 -0.3236
H -1.5545 1.7676 1.4533
H -0.6069 -0.7724 -1.9538
H -2.8394 -1.9516 -1.6689
H -2.7222 -0.5832 -2.7634
H -3.6786 -0.3840 -1.3708
H 1.9540 2.3309 -1.1939
H 3.6381 2.4768 -0.6066
H 2.3047 2.7167 0.6533
H 2.3678 -2.7524 0.0705
H 4.2751 -0.7161 0.3850

32
Properties=species:S:1:pos:R:3 method="wB97M-V/def2-TZVPD" total_charge=+1 e_tot_ev=-25051.8289 smiles=C[N+](C)(C)C1(c2ccccc2)CSC1 lumo_energy_ev=-2.854 spin_multiplicity=1
C 0.4730 -1.3182 -1.2500
N 1.0020 -0.6980 0.0810
C 0.3930 -1.5165 1.1577
C 2.4929 -0.8140 0.1129
C 0.4896 0.7816 0.0163
C -0.9794 0.7860 0.0325
C -1.7018 0.8017 1.2581
C -3.0545 0.9877 1.2121
C -3.8190 1.0290 0.0340
C -3.1304 1.0123 -1.1952
C -1.7841 0.8943 -1.1864
C 1.2524 1.6816 1.0946
S 2.5289 2.2956 -0.0687
C 1.3183 1.3865 -1.1782
H 0.0827 -2.2250 -1.0448
H -0.3194 -0.8037 -1.6767
H 1.3180 -1.2240 -1.8056
H 1.0549 -2.3034 1.2666
H 0.2754 -0.9758 2.1507
H -0.6253 -1.6457 0.7890
H 2.6732 -1.8226 0.2373
H 2.8662 -0.4612 -0.8238
H 2.9433 -0.1016 0.8512
H -1.2289 0.9744 2.2054
H -3.6195 0.7873 2.1871
H -4.8461 1.1721 0.1027
H -3.6362 0.9154 -2.0958
H -1.0399 1.1210 -1.9901
H 0.5676 2.4997 1.2528
H 1.4973 1.3926 2.0819
H 1.7921 0.8489 -1.9997
H 0.8220 2.1568 -1.6687

38
Properties=species:S:1:pos:R:3 method="wB97M-V/def2-TZVPD" total_charge=-1 e_tot_ev=-43101.0166 lumo_energy_ev=2.932 spin_multiplicity=1
Ag -0.3574 -0.4854 0.4694
C -6.9575 0.2844 0.3313
Si -5.6719 -1.0784 0.0429
C -5.3607 -1.9946 1.6593
C -6.4370 -2.3948 -1.0958
C -4.2469 -0.3070 -0.9346
C -4.4208 -0.1455 -2.3042
C -3.4116 0.3594 -3.1095
C -2.2147 0.6849 -2.4997
N -2.0015 0.5706 -1.1961
C -2.9886 0.0916 -0.3992
S -2.6050 0.0290 1.2926
H -7.8602 -0.1173 0.7993
H -7.2452 0.7604 -0.6092
H -6.5531 1.0609 0.9842
H -6.2761 -2.4957 1.9930
H -5.0161 -1.3250 2.4414
H -4.5843 -2.7491 1.5232
H -7.3318 -2.8214 -0.6353
H -5.7263 -3.2069 -1.2635
H -6.7213 -1.9977 -2.0731
H -5.3592 -0.4414 -2.7648
H -3.5416 0.4693 -4.1779
H -1.3805 1.0709 -3.0776
C 4.3077 -1.0503 1.0348
C 2.8176 -1.3410 0.9325
C 2.4338 -2.5484 1.7722
O 2.0666 -0.2303 1.4508
C 2.4028 -1.6328 -0.5548
O 3.2807 -2.0476 -1.3165
O 1.1762 -1.4546 -0.8188
H 4.5913 -0.8797 2.0761
H 4.5672 -0.1691 0.4442
H 4.8682 -1.8913 0.6317
H 2.7321 -2.4065 2.8135
H 2.9229 -3.4353 1.3696
H 1.3530 -2.6926 1.7306
H 2.2297 0.5119 0.8565

39
Properties=species:S:1:pos:R:3 method="wB97M-V/def2-TZVPD" total_charge=+1 e_tot_ev=-33673.1676 lumo_energy_ev="-3.171 / -5.724" spin_multiplicity=2
Al 0.0449 0.9918 -0.8787
O 1.3706 3.2523 0.0047
H 2.2020 3.2067 0.5158
O 2.9139 0.5164 -0.2999
C 3.9397 0.7598 0.3131
O 4.9499 -0.1600 0.3846
C 6.1304 0.3432 1.0632
C 5.6233 1.6551 1.7750
C 4.4135 2.0751 0.9055
H 6.8766 0.5880 0.3073
H 6.4483 -0.4037 1.7907
H 6.3907 2.4241 1.6863
H 5.3684 1.6121 2.8339
H 4.5724 2.8731 0.1802
H 3.5868 2.3675 1.5529
O 0.7165 -1.7612 -0.0663
C 0.3066 -2.8603 0.2722
O 1.0547 -3.9778 -0.0082
C 0.5525 -5.1259 0.4985
C -0.6640 -4.7503 1.2905
C -0.9920 -3.2852 0.9839
H 1.2674 -5.7179 1.0699
H 0.3279 -5.8171 -0.3138
H -0.4575 -4.8750 2.3534
H -1.4638 -5.4196 0.9736
H -1.1715 -2.5406 1.7594
H -1.7818 -3.1850 0.2395
O -2.9031 0.9943 -1.4214
C -3.9200 1.6149 -1.7326
O -4.3816 1.8177 -2.9716
C -5.5861 2.6075 -2.9559
C -6.1109 2.3772 -1.5911
C -4.8865 2.2219 -0.7228
H -6.3749 2.3476 -3.6620
H -5.3387 3.6654 -3.0430
H -6.7158 1.4726 -1.6550
H -6.7524 3.1496 -1.1667
H -5.0921 1.7441 0.2351
H -4.4642 3.2018 -0.5000

39
Properties=species:S:1:pos:R:3 method="wB97M-V/def2-TZVPD" total_charge=+2 e_tot_ev=-33656.9983 lumo_energy_ev=-13.811 spin_multiplicity=1
Al 1.1247 -0.9661 -2.6504
O 0.5736 -0.3599 -0.7247
H -0.0594 -0.4610 0.0126
O 0.1495 0.8605 3.2113
C 0.8721 1.2842 2.3358
O 2.2177 1.2658 2.3705
C 2.8189 2.1439 1.4462
C 1.7035 2.2143 0.3652
C 0.4069 2.0161 1.0813
H 3.6893 1.6506 1.0137
H 3.1911 3.0449 1.9338
H 1.8263 1.3229 -0.2500
H 1.6261 3.0766 -0.2970
H -0.1876 1.3483 0.4578
H -0.0462 2.9988 1.2122
O -4.2043 -0.2029 0.3007
C -3.4308 0.0313 -0.6345
O -3.4851 -0.4954 -1.9138
C -2.5801 0.2177 -2.7689
C -1.8073 1.1505 -1.9096
C -2.3909 1.1061 -0.5283
H -3.1106 0.7566 -3.5539
H -1.9068 -0.5998 -3.0266
H -1.9803 2.1393 -2.3342
H -0.7239 1.0321 -1.8909
H -3.0642 1.9174 -0.2518
H -1.6936 0.7624 0.2358
O 1.5965 -2.8784 -1.9324
C 1.2909 -2.7186 -0.7239
O 2.2415 -2.6610 0.2388
C 1.7314 -2.4901 1.5429
C 0.3217 -1.9609 1.3000
C -0.0393 -2.5987 -0.0996
H 2.3460 -1.8682 2.1937
H 1.9066 -3.4971 1.9217
H 0.6187 -0.9186 1.1833
H -0.4800 -1.9513 2.0385
H -0.6852 -2.0773 -0.8061
H -0.3771 -3.6350 -0.0991

53
Properties=species:S:1:pos:R:3 method="wB97M-V/def2-TZVPD" total_charge=+1 e_tot_ev=-385768.5944 lumo_energy_ev=-7.324 spin_multiplicity=1
C -7.2564 -1.2127 -0.2646
O -6.6360 -1.3751 -1.5275
C -5.3141 -1.7026 -1.2717
O -4.5723 -1.7340 -2.5217
S -2.9973 -1.6644 -2.0959
O -2.3176 -2.5219 -3.0560
O -2.4635 -0.1365 -2.4536
C -1.7255 0.4104 -1.3709
C -0.4812 -0.4255 -1.0125
C 0.4872 -0.6650 -2.2205
N 1.2309 -1.9315 -1.9611
H -7.1480 -0.1595 0.1156
H -8.3243 -1.4734 -0.3144
H -6.7310 -1.8906 0.5310
H -5.2902 -2.6916 -0.7704
H -4.8245 -0.9509 -0.6151
H -2.3098 0.5627 -0.4429
H -1.3982 1.4123 -1.6873
H -0.7252 -1.3800 -0.4890
H 0.0897 0.1616 -0.2713
H 1.3344 0.2031 -2.2638
H -0.0338 -0.7450 -3.1879
H 2.2598 -1.7867 -1.9861
H 1.0133 -2.2877 -1.0185
Li 2.7967 -1.1087 -0.4128
Cl 1.1203 1.7810 -1.5304
K 3.4405 2.7540 -1.0994
F -6.2208 -2.4911 1.7788
Be 1.3532 -4.2226 -1.3936
Br 5.2113 -1.2752 0.8071
F 6.1643 1.2904 3.9969
C 6.5594 0.1358 4.5715
C 7.2361 -0.7974 3.8117
C 7.6474 -1.9840 4.4018
C 7.3680 -2.2256 5.7401
C 6.6822 -1.2792 6.4902
C 6.2790 -0.0875 5.9047
H 7.4379 -0.5934 2.7682
H 8.1853 -2.7200 3.8181
H 7.6858 -3.1531 6.1990
H 6.4611 -1.4692 7.5321
H 5.7512 0.6654 6.4757
C 2.4982 6.1122 -5.4146
Br 1.4315 6.0083 -7.0150
Br 2.1891 7.7502 -4.4460
Br 2.2387 4.5568 -4.2868
H 3.5358 6.1126 -5.7208
O -7.1836 3.2649 0.2717
S -8.5797 2.8394 0.1550
O -8.6673 1.4101 0.5119
O -9.0409 3.0489 -1.2164
O -9.4308 3.5876 1.0776
Ca 3.9837 -3.9263 -1.6201

38
Properties=species:S:1:pos:R:3 method="wB97M-V/def2-TZVPD" total_charge=-1 e_tot_ev=-78701.2450 lumo_energy_ev="3.195 / 3.141" spin_multiplicity=6
Fe -0.6274 0.7864 -0.6412
Cl 3.0145 0.2157 -0.3243
Cl -1.9740 -0.9305 -0.2431
C -1.7015 2.3181 0.0019
H -2.4664 2.6553 -0.6985
H -1.0030 3.0936 0.3403
C 1.7117 -1.0225 -0.8692
C 0.7319 -0.4163 -1.6487
H 1.3459 -1.4542 0.0703
C 1.2314 0.4777 -2.7904
H -0.1048 -1.0668 -1.9518
C 2.1799 -0.3343 -3.6916
H 0.3542 0.8562 -3.3443
H 1.7426 1.3576 -2.3598
C 3.0380 -1.4154 -2.9882
H 1.5644 -0.8054 -4.4666
H 2.8304 0.3680 -4.2198
C 2.4515 -2.0753 -1.7326
H 3.2602 -2.1928 -3.7235
H 3.9986 -0.9677 -2.7176
H 1.7100 -2.8436 -2.0004
H 3.2366 -2.5623 -1.1461
C -3.4101 1.7604 3.7084
N -2.1724 1.0876 3.3015
C -1.3590 0.5803 4.2681
C -0.1723 0.0390 3.9162
C 0.2320 0.0657 2.5625
N -0.5442 0.6731 1.6278
C -1.6972 1.1956 2.0485
O -2.4355 1.9459 1.2434
N 1.4209 -0.4798 2.2464
H -4.0020 2.1198 2.8676
H -3.1464 2.5926 4.3631
H -3.9885 1.0464 4.2878
H -1.7571 0.7017 5.2639
H 0.4947 -0.3414 4.6802
H 2.0101 -0.7691 3.0222
H 1.9271 -0.1453 1.4185

38
Properties=species:S:1:pos:R:3 method="wB97M-V/def2-TZVPD" total_charge=-1 e_tot_ev=-49006.0404 lumo_energy_ev="2.619 / 2.620" spin_multiplicity=1
Tl -0.7334 0.4283 0.0703
Cl -1.1282 1.1561 -2.2859
Cl -0.2446 0.5112 2.6035
C -2.8683 0.7383 0.7016
H -2.7888 1.0064 1.7581
H -3.2707 1.4640 -0.0148
C -0.2979 -1.5950 -0.3201
C -2.7606 -0.6358 0.2870
H 0.7870 -1.6574 -0.5359
C -3.5676 -1.0044 -0.9319
H -2.4885 -1.4067 1.0148
C -3.3780 -2.4200 -1.4771
H -4.6346 -0.8563 -0.6812
H -3.3111 -0.2698 -1.7116
C -1.9270 -2.6761 -1.9097
H -3.6923 -3.1542 -0.7214
H -4.0392 -2.5432 -2.3456
C -1.0218 -2.8222 -0.6534
H -1.8776 -3.5966 -2.5098
H -1.5733 -1.8482 -2.5389
H -1.6121 -3.1128 0.2261
H -0.2949 -3.6349 -0.8537
C 2.9976 4.1991 0.2527
N 2.9132 2.7628 0.4951
C 3.9915 2.1231 1.0061
C 3.9306 0.7898 1.2907
C 2.7191 0.1145 0.9639
N 1.7443 0.7339 0.3109
C 1.6942 2.0963 0.2857
O 0.6406 2.7323 0.0974
N 2.5534 -1.1892 1.2987
H 3.8240 4.4113 -0.4412
H 3.2028 4.7345 1.1909
H 2.0567 4.5473 -0.1727
H 4.8687 2.7510 1.1839
H 4.7456 0.2510 1.7504
H 3.2423 -1.6005 1.9190
H 1.5988 -1.5283 1.3979

39
Properties=species:S:1:pos:R:3 method="wB97M-V/def2-TZVPD" total_charge=+2 e_tot_ev=-45284.6626 lumo_energy_ev="-8.854 / -7.051" spin_multiplicity=7
Eu -0.0366 -1.0694 0.3183
C 1.7101 -1.8375 2.3952
C 1.0317 -3.0240 2.1035
C 1.2153 -3.5673 0.8378
C 2.1030 -3.0084 -0.1118
C 2.7406 -1.8052 0.2216
C 2.4604 -1.1817 1.4611
H 1.6744 -1.5001 3.3840
H 0.5836 -3.5383 2.8887
H 0.7881 -4.5506 0.6882
H 2.2305 -3.4725 -1.2033
H 3.4112 -1.3028 -0.4952
H 3.1134 -0.3652 1.7395
C -4.7035 0.0384 1.2448
O -4.3579 -0.5870 -0.0584
C -3.0660 -0.8167 -0.2453
O -2.2154 -0.7711 0.6385
N -2.7756 -1.0371 -1.5269
N -1.5614 -1.5576 -1.8377
H -5.7635 0.1565 1.2924
H -4.3113 1.0538 1.2233
H -4.2797 -0.5079 2.0182
H -3.5383 -0.8967 -2.2074
H -1.1631 -1.0490 -2.5629
H -1.6327 -2.5282 -2.1067
C 0.0604 3.6449 -0.4758
C 1.1367 2.6546 -0.8956
C 2.5898 3.0425 -0.5055
O 1.0739 2.4409 -2.3551
C 0.8298 1.3320 -0.2956
O 0.6544 0.3366 -1.1318
O 0.5839 1.0748 0.8967
H 0.2651 4.6963 -0.5582
H -0.1705 3.5156 0.6396
H -0.8040 3.4664 -1.0240
H 2.8827 3.6769 -1.3550
H 3.1374 2.1306 -0.7346
H 2.8342 3.4304 0.5013
H 1.2690 3.2829 -2.8057

37
Properties=species:S:1:pos:R:3 method="wB97M-V/def2-TZVPD" total_charge=+3 e_tot_ev=-33030.6489 lumo_energy_ev="-10.545 / -18.128" spin_multiplicity=5
Ir -0.0908 0.5158 1.0688
C -0.0773 1.3453 2.8214
O -0.0638 1.8420 3.8677
C -0.2946 2.2413 0.1181
O -0.3923 3.2648 -0.4050
C -1.7233 -0.1553 0.2441
O -2.6945 -0.4990 -0.2831
C 1.7121 0.2964 0.3390
O 2.7476 0.1725 -0.1612
C -0.0692 -2.4343 -2.9692
H 0.8907 -2.8885 -2.7051
H -0.9731 -2.9942 -2.7086
C -0.1359 -1.2400 -3.6127
H -1.0870 -0.7733 -3.8847
H 0.7550 -0.6663 -3.8836
C -2.5716 -1.9627 3.1690
C -1.1042 -1.7592 3.5392
P 0.0528 -1.6193 2.1343
C 1.7709 -1.9640 2.6348
C 1.9874 -2.9999 3.7294
C -0.3358 -2.9966 0.9952
C -0.5127 -4.3574 1.6546
H -3.0044 -1.1036 2.6436
H -3.1464 -2.1009 4.0946
H -2.7353 -2.8487 2.5434
H -0.9832 -0.8505 4.1473
H -0.7356 -2.6061 4.1308
H 2.2901 -2.2642 1.7122
H 2.2077 -1.0000 2.9337
H 1.8523 -4.0235 3.3686
H 3.0242 -2.9138 4.0711
H 1.3362 -2.8478 4.5957
H -1.2319 -2.7184 0.4272
H 0.5028 -3.0136 0.2831
H -1.2453 -4.3675 2.4716
H -0.8576 -5.0609 0.8895
H 0.4313 -4.7485 2.0437

47
Properties=species:S:1:pos:R:3 method="wB97M-V/def2-TZVPD" total_charge=+3 e_tot_ev=-49100.1281 lumo_energy_ev=-10.473 spin_multiplicity=1
Rh -0.5488 -0.6052 0.9147
N -1.4332 -2.2433 1.9137
N -2.2844 -1.7660 2.9273
C -2.2069 -0.4733 3.3365
N -2.9573 -0.1245 4.3551
N -1.3322 0.2944 2.6516
N -1.3270 1.7124 2.8717
O -0.4040 2.2786 2.3665
O -2.1344 2.1787 3.6277
H -1.9599 -2.8706 1.3064
H -0.6753 -2.7851 2.3357
H -2.8811 -2.4323 3.3984
H -3.5121 -0.8043 4.8561
H -2.9907 0.8407 4.6515
N -3.1330 0.2936 -0.4651
C -2.1676 -0.0424 0.0486
H -3.9741 0.6111 -0.9290
N 1.0069 3.8719 -3.6676
C 0.6315 2.6945 -3.1597
O 0.0077 1.8375 -3.7607
C 1.0163 2.3871 -1.7234
C 2.0750 2.9139 -1.0089
C 2.3306 2.4281 0.2748
C 1.5285 1.4436 0.7937
N 0.4864 0.9458 0.0951
C 0.2472 1.4024 -1.1328
H 0.7640 4.0756 -4.6263
H 1.4323 4.6038 -3.1261
H 2.7227 3.6679 -1.4383
H 3.1445 2.8153 0.8711
H 1.7198 1.0155 1.7652
H -0.5730 0.9784 -1.6935
C -0.5975 -1.3123 -3.1630
C 0.3227 -2.4494 -2.7269
C 1.0226 -2.2316 -1.4258
N 0.5542 -1.7012 -0.3439
N 1.3480 -1.7433 0.7649
C 2.5221 -2.2883 0.5112
N 3.5033 -2.4357 1.3870
S 2.6287 -2.8235 -1.1466
H -1.1091 -1.6055 -4.0775
H -0.0497 -0.3932 -3.3710
H -1.3688 -1.1174 -2.4146
H 1.0742 -2.6529 -3.4909
H -0.2419 -3.3812 -2.6127
H 3.4074 -2.1077 2.3356
H 4.3650 -2.9006 1.1440

What did the third record say?
32
Properties=species:S:1:pos:R:3 method="wB97M-V/def2-TZVPD" total_charge=+1 e_tot_ev=-25051.8289 smiles=C[N+](C)(C)C1(c2ccccc2)CSC1 lumo_energy_ev=-2.854 spin_multiplicity=1
C 0.4730 -1.3182 -1.2500
N 1.0020 -0.6980 0.0810
C 0.3930 -1.5165 1.1577
C 2.4929 -0.8140 0.1129
C 0.4896 0.7816 0.0163
C -0.9794 0.7860 0.0325
C -1.7018 0.8017 1.2581
C -3.0545 0.9877 1.2121
C -3.8190 1.0290 0.0340
C -3.1304 1.0123 -1.1952
C -1.7841 0.8943 -1.1864
C 1.2524 1.6816 1.0946
S 2.5289 2.2956 -0.0687
C 1.3183 1.3865 -1.1782
H 0.0827 -2.2250 -1.0448
H -0.3194 -0.8037 -1.6767
H 1.3180 -1.2240 -1.8056
H 1.0549 -2.3034 1.2666
H 0.2754 -0.9758 2.1507
H -0.6253 -1.6457 0.7890
H 2.6732 -1.8226 0.2373
H 2.8662 -0.4612 -0.8238
H 2.9433 -0.1016 0.8512
H -1.2289 0.9744 2.2054
H -3.6195 0.7873 2.1871
H -4.8461 1.1721 0.1027
H -3.6362 0.9154 -2.0958
H -1.0399 1.1210 -1.9901
H 0.5676 2.4997 1.2528
H 1.4973 1.3926 2.0819
H 1.7921 0.8489 -1.9997
H 0.8220 2.1568 -1.6687